Entry 1:
C27H40AsOP3Pd | wB97M-V/def2-TZVPD

Orbital gap (alpha / beta) = 8.50 / 7.30 eV
Spin multiplicity = 3
<S²> = 2.01
LUMO energy (alpha / beta) = -4.68 / -7.02 eV
HOMO level (alpha / beta) = -13.18 / -14.32 eV
F_max = 0.799 eV/A
Charge = +2
Electronic energy = -4515.3233 hartree
Molar mass = 654.880 u

Geometry as XYZ:
```
73
Properties=species:S:1:pos:R:3:lowdin_charge:R:1
Pd -1.124 -0.249 0.267 0.431
C 0.021 -0.781 3.492 -0.230
P -1.514 -0.743 2.536 0.796
C -2.659 0.307 3.456 -0.223
C -2.152 -2.460 2.636 -0.363
C -2.891 -2.878 1.366 -0.380
P -1.898 -2.479 -0.112 0.792
C -0.492 -3.609 -0.093 -0.238
C -2.931 -2.998 -1.504 -0.233
H -0.153 -1.242 4.467 0.070
H 0.403 0.227 3.657 0.050
H 0.771 -1.351 2.944 0.038
H -2.779 -0.059 4.478 0.068
H -3.634 0.321 2.970 0.031
H -2.275 1.327 3.491 0.050
H -2.792 -2.553 3.517 0.103
H -1.289 -3.107 2.809 0.091
H -3.837 -2.338 1.277 0.071
H -3.139 -3.942 1.382 0.105
H -0.824 -4.634 0.084 0.069
H 0.228 -3.303 0.663 0.033
H 0.019 -3.553 -1.054 0.061
H -3.215 -4.044 -1.375 0.068
H -2.384 -2.900 -2.441 0.058
H -3.837 -2.396 -1.563 0.040
O 0.901 -0.997 -0.001 -0.595
As 1.990 0.204 -0.551 1.238
C 1.086 1.872 -0.287 -0.324
C 0.561 2.044 0.995 -0.156
C -0.039 3.245 1.352 -0.069
C -0.095 4.284 0.435 -0.064
C 0.450 4.125 -0.833 -0.057
C 1.040 2.923 -1.200 -0.079
C 3.520 0.231 0.568 -0.331
C 3.687 -0.775 1.512 -0.093
C 4.803 -0.748 2.338 -0.058
C 5.732 0.273 2.214 -0.049
C 5.561 1.273 1.263 -0.052
C 4.452 1.255 0.433 -0.082
C 2.485 -0.085 -2.350 -0.312
C 1.714 0.403 -3.404 -0.106
C 2.083 0.127 -4.710 -0.058
C 3.215 -0.639 -4.961 -0.046
C 3.978 -1.131 -3.913 -0.050
C 3.620 -0.852 -2.602 -0.079
H 0.725 1.278 1.747 0.070
H -0.418 3.387 2.356 0.114
H -0.542 5.230 0.713 0.122
H 0.431 4.949 -1.534 0.121
H 1.477 2.833 -2.187 0.103
H 2.964 -1.578 1.590 0.093
H 4.954 -1.529 3.071 0.115
H 6.601 0.289 2.858 0.118
H 6.295 2.061 1.170 0.118
H 4.330 2.038 -0.308 0.115
H 0.818 0.986 -3.220 0.093
H 1.495 0.510 -5.533 0.115
H 3.507 -0.850 -5.981 0.119
H 4.859 -1.726 -4.113 0.119
H 4.236 -1.226 -1.793 0.112
C -3.111 2.686 -0.564 -0.248
P -3.053 0.878 -0.597 0.738
C -4.643 0.395 0.131 -0.249
C -3.216 0.482 -2.373 -0.241
H -4.011 3.024 -1.083 0.068
H -2.233 3.093 -1.060 0.033
H -3.133 3.056 0.460 0.051
H -5.469 0.798 -0.457 0.066
H -4.724 0.785 1.145 0.037
H -4.744 -0.688 0.168 0.024
H -4.247 0.223 -2.617 0.059
H -2.568 -0.338 -2.673 0.021
H -2.946 1.359 -2.961 0.054
```



Entry 2:
C27H40ClN2O5PtSSb | wB97M-V/def2-TZVPD

Orbital gap (alpha / beta) = 6.31 / 6.15 eV
LUMO energy (alpha / beta) = -7.33 / -7.50 eV
HOMO level (alpha / beta) = -13.64 / -13.64 eV
F_max = 2.868 eV/A
Energy relative to the best compared isomer or geometry (same formula, charge and spin) = 30.3 kcal/mol
Charge = +2
Electronic energy = -2755.6082 hartree
Molar mass = 856.984 u

Geometry as XYZ:
```
78
Properties=species:S:1:pos:R:3:lowdin_charge:R:1
Pt -1.163 0.984 -0.163 0.717
O -2.543 1.480 3.787 -0.316
Cl -1.410 1.437 2.899 0.653
O -0.204 1.586 3.557 -0.221
O -1.618 2.485 1.938 -0.453
O -1.496 0.192 2.193 -0.413
C 3.715 -2.082 -1.981 -0.051
C 2.760 -1.561 -3.006 -0.287
C 3.154 -1.652 -4.345 -0.029
C 2.353 -1.213 -5.376 -0.045
C 1.114 -0.657 -5.088 -0.063
C 0.702 -0.554 -3.772 -0.142
C 1.515 -0.995 -2.734 -0.275
Sb 0.471 -0.921 -0.837 1.640
C 1.795 -1.067 0.853 -0.316
C 2.967 -0.324 0.796 -0.158
C 3.831 -0.319 1.878 -0.066
C 3.502 -1.038 3.018 -0.035
C 2.319 -1.754 3.073 -0.014
C 1.435 -1.772 1.998 -0.296
C 0.147 -2.524 2.078 -0.044
C -0.811 -2.604 -1.318 -0.297
C -2.111 -2.253 -1.655 -0.162
C -3.018 -3.206 -2.082 -0.074
C -2.617 -4.531 -2.172 -0.047
C -1.313 -4.873 -1.874 -0.019
C -0.388 -3.921 -1.445 -0.297
C 1.011 -4.360 -1.169 -0.040
H 3.977 -3.114 -2.212 0.097
H 3.316 -2.037 -0.971 0.033
H 4.642 -1.508 -2.019 0.101
H 4.117 -2.091 -4.561 0.126
H 2.685 -1.312 -6.398 0.118
H 0.475 -0.315 -5.884 0.112
H -0.267 -0.120 -3.547 0.088
H 3.204 0.237 -0.102 0.106
H 4.756 0.234 1.829 0.116
H 4.168 -1.033 3.867 0.119
H 2.071 -2.310 3.965 0.123
H -0.011 -2.904 3.083 0.095
H 0.148 -3.369 1.389 0.077
H -0.684 -1.863 1.826 0.044
H -2.401 -1.208 -1.591 0.041
H -4.021 -2.919 -2.361 0.108
H -3.318 -5.289 -2.486 0.117
H -0.978 -5.893 -1.994 0.128
H 1.014 -5.209 -0.486 0.100
H 1.609 -3.555 -0.744 0.041
H 1.480 -4.691 -2.096 0.103
N -5.093 1.640 3.073 0.175
C -5.320 1.098 1.707 -0.112
C -4.305 1.689 0.705 -0.205
N -3.516 0.667 0.004 -0.048
H -5.645 1.139 3.777 0.180
H -5.339 2.635 3.121 0.181
H -4.060 1.554 3.355 0.091
H -6.348 1.312 1.405 0.138
H -5.198 0.013 1.746 0.137
H -3.608 2.338 1.246 0.086
H -4.806 2.304 -0.043 0.135
H -4.006 0.349 -0.828 0.102
H -3.368 -0.137 0.617 0.073
C 3.525 3.395 1.289 -0.116
C 2.421 4.097 0.524 -0.333
S 0.796 3.344 0.956 0.989
O 0.731 2.231 -0.086 -0.666
C -0.280 4.648 0.243 -0.369
C -0.439 5.794 1.220 -0.116
H 4.496 3.733 0.938 0.093
H 3.457 2.322 1.142 0.038
H 3.454 3.602 2.353 0.088
H 2.539 3.975 -0.551 0.104
H 2.379 5.156 0.774 0.094
H -1.235 4.150 0.070 0.069
H 0.143 4.971 -0.705 0.104
H -0.795 5.427 2.178 0.078
H -1.157 6.515 0.837 0.090
H 0.497 6.324 1.377 0.075
```



Entry 3:
C27H40GeN9O5Y | wB97M-V/def2-TZVPD

Orbital gap = 4.92 eV
LUMO energy = 0.31 eV
HOMO level = -4.62 eV
F_max = 0.111 eV/A
Energy relative to the best compared isomer or geometry (same formula, charge and spin) = 0.0 kcal/mol
Electronic energy = -4037.2961 hartree
Molar mass = 732.191 u

Geometry as XYZ:
```
83
Properties=species:S:1:pos:R:3:lowdin_charge:R:1
Y 0.152 0.091 0.737 1.543
N 3.070 -2.149 3.644 0.106
C 1.996 -1.695 2.961 -0.160
N 2.032 -0.762 2.081 0.030
C 3.283 -0.131 1.786 -0.315
N 3.320 0.803 0.890 0.059
N 2.158 1.064 0.301 -0.211
C 2.123 2.086 -0.650 -0.157
C 1.052 2.172 -1.479 -0.319
C 0.874 3.253 -2.432 -0.088
C -0.181 3.253 -3.270 -0.125
C -1.125 2.168 -3.251 -0.110
C -0.940 1.163 -2.336 -0.437
N 0.040 1.170 -1.396 -0.011
C 4.465 -0.534 2.539 -0.104
C 5.721 0.045 2.371 -0.025
C 6.810 -0.393 3.109 -0.092
C 6.670 -1.418 4.033 -0.100
C 5.426 -2.008 4.218 -0.038
C 4.346 -1.565 3.477 -0.189
H 2.949 -2.881 4.321 0.143
H 1.049 -2.174 3.188 0.121
H 2.932 2.809 -0.681 0.100
H 1.615 4.043 -2.464 0.102
H -0.302 4.057 -3.988 0.095
H -1.919 2.105 -3.982 0.085
H -1.688 -0.679 -1.484 0.042
H 5.820 0.842 1.646 0.108
H 7.778 0.069 2.962 0.100
H 7.520 -1.760 4.608 0.098
H 5.295 -2.810 4.935 0.107
C -3.794 -2.634 2.657 -0.025
N -2.735 -1.792 3.206 -0.123
C -1.847 -2.453 4.151 -0.026
C -2.254 -0.744 2.528 -0.442
O -1.186 -0.188 2.810 -0.031
C -3.102 -0.202 1.376 -0.086
O -2.281 0.606 0.562 -0.222
C -2.617 1.951 0.291 -0.081
C -1.404 2.809 0.653 -0.407
O -0.510 2.308 1.344 -0.035
N -1.374 4.067 0.224 -0.105
C -0.175 4.872 0.421 -0.014
C -2.384 4.625 -0.661 -0.020
H -4.152 -3.287 3.449 0.092
H -4.639 -2.036 2.322 0.089
H -3.411 -3.241 1.831 0.101
H -1.280 -3.236 3.638 0.101
H -1.166 -1.724 4.577 0.086
H -2.441 -2.902 4.946 0.090
H -3.475 -1.023 0.766 0.131
H -3.946 0.367 1.777 0.147
H -2.849 2.047 -0.772 0.121
H -3.482 2.264 0.884 0.144
H 0.582 4.270 0.912 0.089
H 0.200 5.187 -0.554 0.087
H -0.410 5.750 1.025 0.094
H -3.371 4.225 -0.438 0.087
H -2.421 5.702 -0.502 0.095
H -2.133 4.423 -1.705 0.086
N 1.181 -1.665 -0.810 -0.003
N 0.319 -2.760 -0.975 0.000
C -0.682 -2.960 -0.014 -0.713
O -1.315 -4.007 -0.034 0.020
O -0.858 -1.968 0.792 -0.160
H 1.290 -1.150 -1.677 0.065
H 2.095 -1.938 -0.463 0.104
H 0.671 -3.591 -1.424 0.138
C -2.130 -2.973 -3.661 -0.208
Ge -1.383 -1.186 -3.946 0.825
C -2.205 -0.414 -5.546 -0.224
C 0.556 -1.243 -4.224 -0.203
C -1.811 -0.062 -2.376 -0.221
H -1.810 -3.650 -4.455 0.019
H -3.220 -2.932 -3.674 0.018
H -1.815 -3.388 -2.703 -0.004
H -2.113 -1.108 -6.382 0.016
H -1.718 0.521 -5.821 0.011
H -3.266 -0.218 -5.381 0.018
H 0.771 -1.381 -5.284 0.020
H 1.016 -2.073 -3.687 0.002
H 1.013 -0.303 -3.906 0.020
H -2.870 0.202 -2.460 0.080
```



Entry 4:
C27H40N4O2 | wB97M-V/def2-TZVPD

Orbital gap = 7.78 eV
LUMO energy = 0.44 eV
HOMO level = -7.33 eV
F_max = 19.460 eV/A
Energy relative to the best compared isomer or geometry (same formula, charge and spin) = 603.6 kcal/mol
Electronic energy = -1421.4347 hartree
Molar mass = 452.643 u

Geometry as XYZ:
```
73
Properties=species:S:1:pos:R:3:lowdin_charge:R:1
C 5.917 -0.488 4.693 -0.176
C 4.969 -1.472 4.099 -0.327
C 4.200 -0.997 2.795 -0.165
H 4.940 -0.642 2.182 0.058
H 3.650 -0.029 3.377 0.191
C 3.428 -2.231 2.474 -0.277
N 2.402 -1.976 1.556 -0.143
C 1.328 -1.056 1.880 -0.218
C 0.279 -2.108 2.323 -0.190
C -0.260 -3.087 1.236 -0.323
C -0.918 -2.527 -0.053 -0.088
H -0.271 -1.647 -0.458 0.055
H -1.941 -1.819 0.669 0.174
H -1.337 -3.219 -0.723 0.025
H -0.759 -3.815 1.636 0.020
H 0.690 -3.685 0.855 0.136
H -0.791 -1.624 2.840 0.156
H 0.561 -2.835 3.237 0.135
H 1.458 -0.441 2.617 0.055
H 0.831 -0.640 1.105 0.059
C 2.967 -1.312 0.109 -0.171
H 3.773 -2.244 -0.241 0.183
C 3.359 0.012 -0.111 -0.288
C 3.131 0.469 -1.423 -0.203
N 1.877 0.847 -1.979 -0.079
C 0.855 1.601 -1.270 -0.199
O 1.243 2.397 -0.201 -0.080
C -0.524 1.585 -1.790 -0.140
N -0.988 0.422 -2.465 0.087
C -0.214 -0.248 -3.229 -0.355
O -0.426 -0.945 -4.262 0.024
C 1.415 0.027 -2.938 -0.086
H 1.703 -1.125 -2.928 0.179
H 1.788 0.399 -3.739 0.066
C -2.431 0.527 -2.849 -0.516
C -3.216 1.261 -2.133 -0.139
C -2.748 1.914 -0.745 0.053
C -3.996 2.148 -0.061 -0.155
C -4.050 2.992 1.128 -0.073
C -5.211 3.392 1.390 -0.171
C -6.531 3.363 0.610 -0.007
C -6.181 2.564 -0.663 -0.002
C -4.922 2.262 -0.899 -0.451
N -4.559 1.652 -1.947 0.131
H -4.971 1.473 -2.933 0.210
H -7.196 2.860 -1.370 0.167
H -7.450 3.904 0.896 0.079
H -5.644 4.088 2.494 0.170
H -3.208 3.175 1.756 0.115
C -1.265 1.456 -0.329 -0.005
H -1.012 2.403 0.270 0.139
H -1.216 0.654 0.140 0.004
C -3.084 -0.770 -2.997 -0.034
H -2.610 -1.585 -3.531 0.069
H -4.219 -0.951 -3.032 0.124
H -2.911 -1.521 -1.952 0.161
C -2.556 1.179 -4.276 0.033
H -3.576 1.008 -4.619 0.080
H -2.241 2.108 -4.453 0.045
H -2.253 0.309 -5.050 0.144
H -0.769 2.680 -2.067 0.209
H 3.596 0.008 -2.157 0.075
H 3.487 1.766 -1.468 0.226
H 4.475 0.054 0.331 0.155
H 2.705 0.705 0.783 0.200
H 1.986 -1.536 -0.538 0.124
H 4.022 -2.962 2.008 0.109
H 2.836 -2.793 3.073 0.094
H 4.482 -1.963 5.060 0.122
H 5.527 -2.750 3.816 0.190
H 6.645 -0.208 3.821 0.107
H 6.454 -0.846 5.566 0.063
H 5.472 0.428 5.048 0.061
```



Entry 5:
C27H40N5P2PdSSi | wB97M-V/def2-TZVPD

Orbital gap (alpha / beta) = 7.43 / 6.18 eV
Spin multiplicity = 5
<S²> = 6.06
LUMO energy (alpha / beta) = -8.83 / -11.02 eV
HOMO level (alpha / beta) = -16.26 / -17.19 eV
F_max = 2.372 eV/A
Charge = +3
Electronic energy = -2823.9809 hartree
Molar mass = 663.173 u

Geometry as XYZ:
```
77
Properties=species:S:1:pos:R:3:lowdin_charge:R:1
Pd -0.310 -0.493 0.183 0.643
C -2.230 -4.327 2.114 0.022
C -1.864 -3.099 1.350 -0.223
N -0.978 -2.242 1.742 0.004
N -0.385 -2.393 2.954 0.013
C 0.770 -1.765 3.267 -0.753
N 1.274 -1.928 4.484 0.166
S 1.540 -0.764 2.145 0.839
C -2.537 -2.782 0.085 -0.206
C -3.419 -3.672 -0.533 0.041
C -4.079 -3.302 -1.695 0.016
C -3.848 -2.037 -2.211 0.013
C -2.939 -1.216 -1.553 -0.132
N -2.288 -1.570 -0.452 0.024
H -1.409 -4.700 2.727 0.095
H -2.510 -5.139 1.452 0.093
H -3.091 -4.131 2.756 0.126
H -0.789 -3.057 3.619 0.163
H 0.845 -2.526 5.177 0.143
H 2.173 -1.526 4.712 0.133
H -3.589 -4.655 -0.128 0.121
H -4.759 -3.987 -2.181 0.138
H -4.349 -1.691 -3.100 0.131
H -2.716 -0.234 -1.948 0.066
C -0.668 1.402 3.566 -0.241
P -1.052 1.314 1.779 0.886
C -2.875 1.488 1.833 -0.206
C -0.418 2.865 1.055 -0.397
C -0.121 3.947 1.876 -0.058
C 0.403 5.110 1.333 -0.022
C 0.672 5.184 -0.024 -0.021
C 0.385 4.107 -0.849 -0.062
C -0.169 2.948 -0.321 -0.409
P -0.721 1.582 -1.399 0.925
C -2.373 2.259 -1.865 -0.211
C 0.142 1.787 -2.999 -0.211
H 0.393 1.560 3.752 0.051
H -0.978 0.470 4.036 0.046
H -1.247 2.210 4.014 0.068
H -3.119 2.527 2.056 0.075
H -3.256 0.849 2.629 0.060
H -3.337 1.192 0.894 0.025
H -0.309 3.903 2.937 0.107
H 0.603 5.955 1.973 0.128
H 1.105 6.079 -0.443 0.129
H 0.591 4.182 -1.905 0.111
H -2.240 3.317 -2.107 0.075
H -3.087 2.183 -1.048 0.038
H -2.765 1.752 -2.746 0.056
H -0.117 2.750 -3.440 0.066
H -0.201 1.008 -3.680 0.046
H 1.221 1.709 -2.885 0.044
C 3.319 -2.338 -2.756 -0.147
Si 1.802 -1.873 -1.706 0.491
C 1.681 -3.125 -0.254 -0.173
C 0.213 -1.977 -2.772 -0.143
N 1.744 -0.324 -0.889 -0.053
C 2.613 0.663 -0.783 -0.371
C 3.668 0.862 -1.726 0.009
C 4.565 1.885 -1.573 -0.019
C 4.489 2.752 -0.481 0.009
C 3.454 2.599 0.441 -0.030
C 2.528 1.600 0.288 -0.078
H 3.245 -3.402 -2.960 0.050
H 4.270 -2.169 -2.261 0.044
H 3.332 -1.830 -3.716 0.042
H 1.585 -4.129 -0.650 0.047
H 0.818 -2.928 0.380 -0.041
H 2.579 -3.090 0.354 0.035
H 0.296 -2.831 -3.437 0.052
H 0.068 -1.098 -3.393 0.013
H -0.682 -2.126 -2.173 -0.014
H 3.743 0.190 -2.564 0.099
H 5.346 2.024 -2.305 0.131
H 5.230 3.525 -0.347 0.131
H 3.387 3.267 1.285 0.124
H 1.737 1.470 1.014 0.017
```



Entry 6:
C27H40NOSiTe2Tl | wB97M-V/def2-TZVPD

Orbital gap (alpha / beta) = 6.64 / 6.58 eV
Spin multiplicity = 2
<S²> = 0.76
LUMO energy (alpha / beta) = 2.03 / 1.91 eV
HOMO level (alpha / beta) = -4.61 / -4.67 eV
F_max = 1.239 eV/A
Energy relative to the best compared isomer or geometry (same formula, charge and spin) = 21.4 kcal/mol
Charge = -1
Electronic energy = -2180.7768 hartree
Molar mass = 882.292 u

Geometry as XYZ:
```
73
Properties=species:S:1:pos:R:3:lowdin_charge:R:1
Tl -2.507 1.736 -0.084 0.610
C -4.220 -0.775 3.252 -0.040
C -3.518 0.201 2.332 -0.781
O -4.048 1.327 2.104 -0.170
N -2.377 -0.144 1.761 -0.236
Te -1.849 -1.932 0.557 1.463
C -0.958 -3.759 -0.451 -0.331
C 0.224 -4.387 -0.023 -0.282
C 1.055 -3.856 1.127 -0.061
C 0.677 -5.540 -0.674 -0.034
C -0.013 -6.101 -1.736 -0.286
C 0.484 -7.350 -2.431 -0.065
C -1.194 -5.486 -2.143 -0.040
C -1.674 -4.337 -1.519 -0.320
C -2.975 -3.743 -2.025 -0.102
C 0.028 -0.980 0.267 -0.386
C 0.434 -0.736 -1.060 -0.294
C -0.424 -1.034 -2.275 -0.088
C 1.695 -0.190 -1.294 -0.021
C 2.563 0.126 -0.259 -0.265
C 3.911 0.745 -0.539 -0.051
C 2.143 -0.118 1.040 -0.033
C 0.894 -0.656 1.334 -0.314
C 0.576 -0.827 2.798 -0.077
H -5.000 -0.252 3.804 0.071
H -3.507 -1.235 3.940 0.070
H -4.671 -1.573 2.652 0.068
H 0.422 -3.398 1.885 0.037
H 1.759 -3.091 0.788 0.082
H 1.626 -4.660 1.594 0.074
H 1.596 -6.012 -0.332 0.107
H 1.404 -7.716 -1.970 0.066
H 0.688 -7.156 -3.487 0.073
H -0.261 -8.148 -2.382 0.072
H -1.756 -5.918 -2.969 0.109
H -3.395 -4.359 -2.823 0.068
H -2.827 -2.732 -2.415 0.054
H -3.716 -3.668 -1.229 0.057
H -1.485 -0.993 -2.038 0.008
H -0.212 -2.031 -2.676 0.085
H -0.223 -0.304 -3.062 0.074
H 1.998 0.003 -2.323 0.115
H 4.298 0.415 -1.505 0.071
H 4.637 0.483 0.231 0.072
H 3.836 1.836 -0.568 0.070
H 2.808 0.127 1.867 0.110
H 1.498 -0.949 3.374 0.078
H -0.076 -1.672 2.990 0.034
H 0.054 0.067 3.149 0.076
C 0.967 5.480 3.488 -0.203
Si 1.661 4.174 2.341 0.360
C 2.887 3.138 3.312 -0.196
C 2.632 5.022 0.975 -0.197
C 0.324 3.220 1.608 -0.275
C -0.615 2.650 1.059 -0.259
H 1.753 6.057 3.989 0.021
H 0.337 5.014 4.257 0.029
H 0.335 6.172 2.920 0.027
H 3.557 3.784 3.890 0.022
H 3.494 2.531 2.632 0.012
H 2.383 2.458 4.010 0.028
H 3.576 5.450 1.335 0.023
H 2.036 5.823 0.521 0.027
H 2.860 4.294 0.187 0.015
C -1.183 3.668 -3.617 -0.474
Te -2.516 4.783 -2.378 1.007
C -2.502 6.440 -3.743 -0.501
H -0.251 4.223 -3.729 -0.001
H -1.647 3.497 -4.588 -0.004
H -0.986 2.713 -3.123 -0.025
H -2.820 6.099 -4.730 -0.010
H -1.500 6.869 -3.795 -0.009
H -3.204 7.193 -3.374 -0.016
```